Record 1
Formula: C43H18AsBrF15GeO2PtS2
Source: OMol25
Level of theory: ωB97M-V/def2-TZVPD

Last column: Löwdin charge in e.
Geometry (Å):
Pt (-0.250, -0.931, -0.021)  0.507
S (-2.422, -1.582, -0.495)  0.655
C (-2.599, -1.718, -2.239)  -0.646
C (-3.926, -1.829, -2.666)  -0.141
C (-4.246, -2.000, -3.995)  -0.097
C (-3.233, -2.062, -4.939)  -0.097
C (-1.919, -1.917, -4.533)  -0.109
C (-1.568, -1.759, -3.193)  -0.384
As (0.305, -1.393, -2.756)  1.337
C (0.652, -2.853, -1.473)  -0.506
C (-0.187, -3.959, -1.312)  -0.127
C (0.262, -5.092, -0.659)  -0.081
C (1.565, -5.152, -0.185)  -0.082
C (2.412, -4.068, -0.344)  -0.087
C (1.954, -2.917, -0.960)  -0.142
C (1.171, -2.396, -4.256)  -0.362
C (1.411, -1.706, -5.442)  -0.143
C (2.066, -2.314, -6.499)  -0.098
C (2.526, -3.614, -6.369)  -0.103
C (2.319, -4.301, -5.186)  -0.086
C (1.641, -3.696, -4.141)  -0.090
H (-4.704, -1.771, -1.918)  0.093
H (-5.281, -2.074, -4.295)  0.099
H (-3.464, -2.216, -5.983)  0.096
H (-1.134, -1.940, -5.280)  0.082
H (-1.183, -3.945, -1.741)  0.097
H (-0.390, -5.951, -0.578)  0.107
H (1.931, -6.055, 0.280)  0.104
H (3.440, -4.135, -0.015)  0.105
H (2.618, -2.069, -1.107)  0.104
H (1.070, -0.678, -5.528)  0.101
H (2.227, -1.771, -7.420)  0.098
H (3.057, -4.089, -7.181)  0.095
H (2.688, -5.312, -5.065)  0.100
H (1.478, -4.255, -3.230)  0.087
Br (5.699, 3.384, -1.515)  0.698
C (4.272, 2.323, -0.827)  -0.670
C (4.553, 1.373, 0.141)  -0.133
C (3.520, 0.588, 0.628)  -0.064
C (2.238, 0.760, 0.135)  -0.075
C (1.965, 1.724, -0.822)  -0.118
C (2.995, 2.521, -1.308)  -0.066
C (0.550, 1.959, -1.355)  -0.654
O (0.324, 3.004, -1.943)  0.037
O (-0.305, 1.038, -1.172)  -0.218
H (5.561, 1.253, 0.511)  0.096
H (3.710, -0.151, 1.393)  0.104
H (1.416, 0.151, 0.537)  -0.033
H (2.765, 3.276, -2.045)  0.113
F (3.167, -2.946, 2.137)  0.063
C (3.094, -3.981, 2.976)  -0.238
C (1.880, -4.270, 3.564)  -0.120
C (1.856, -5.283, 4.503)  -0.229
F (0.691, -5.589, 5.099)  0.098
C (2.991, -6.007, 4.842)  -0.130
F (2.949, -6.960, 5.784)  0.113
C (4.190, -5.732, 4.191)  -0.126
F (5.290, -6.430, 4.493)  0.120
C (4.241, -4.721, 3.239)  -0.132
F (5.386, -4.478, 2.587)  0.112
Ge (0.199, -3.209, 3.179)  0.671
S (0.344, -1.234, 2.415)  0.257
C (-1.110, -4.536, 2.440)  -0.118
C (-0.874, -5.869, 2.188)  -0.238
F (0.362, -6.369, 2.337)  0.090
C (-1.886, -6.725, 1.774)  -0.145
F (-1.621, -8.016, 1.532)  0.111
C (-3.175, -6.236, 1.611)  -0.119
F (-4.155, -7.052, 1.206)  0.122
C (-3.442, -4.893, 1.865)  -0.133
F (-4.683, -4.427, 1.712)  0.122
C (-2.402, -4.071, 2.274)  -0.272
F (-2.641, -2.794, 2.576)  0.062
C (-0.405, -3.048, 5.101)  -0.129
C (0.474, -2.375, 5.930)  -0.234
F (1.657, -2.003, 5.409)  0.072
C (0.213, -2.105, 7.263)  -0.133
F (1.110, -1.474, 8.032)  0.114
C (-0.996, -2.527, 7.805)  -0.128
F (-1.298, -2.258, 9.079)  0.119
C (-1.885, -3.243, 7.012)  -0.133
F (-3.028, -3.708, 7.532)  0.113
C (-1.575, -3.494, 5.681)  -0.207
F (-2.439, -4.230, 4.969)  0.103

Its total charge is -1. For the HOMO-LUMO gap (spin up / spin down), the calculation gives 6.1 / 6.0 eV. Its highest occupied orbital energy (spin up / spin down) is -0.2034 / -0.2043 hartree.



Record 2
Formula: C43H28BrCl2IN4OPPt
Source: OMol25
Level of theory: ωB97M-V/def2-TZVPD

Last column: Löwdin charge in e.
Geometry (Å):
Pt (1.194, 0.033, -1.716)  0.603
Br (-5.575, 0.361, -5.489)  0.597
C (-5.376, 1.504, -3.972)  -0.759
C (-4.290, 2.369, -3.893)  -0.192
C (-4.079, 3.149, -2.776)  -0.051
C (-4.983, 3.125, -1.653)  -0.363
C (-6.087, 2.209, -1.786)  -0.078
C (-6.278, 1.439, -2.908)  -0.196
N (-4.922, 3.882, -0.572)  -0.034
N (-3.852, 4.757, -0.493)  0.038
C (-2.664, 4.379, -0.173)  -0.272
C (-1.625, 5.398, -0.309)  -0.039
C (-0.341, 5.060, -0.492)  -0.102
C (0.055, 3.679, -0.391)  -0.420
O (0.768, 1.957, -2.318)  -0.787
C (-0.828, 2.697, 0.203)  -0.241
N (-0.324, 1.538, 0.656)  0.095
C (-1.161, 0.691, 1.247)  -0.173
C (-2.505, 0.949, 1.446)  -0.081
C (-3.029, 2.141, 0.966)  -0.002
C (-2.199, 3.044, 0.313)  -0.060
H (-3.587, 2.428, -4.717)  0.089
H (-3.221, 3.806, -2.762)  0.089
H (-6.799, 2.165, -0.970)  0.085
H (-7.126, 0.764, -2.963)  0.083
H (-1.951, 6.429, -0.350)  0.102
H (0.417, 5.804, -0.692)  0.095
H (-0.730, -0.245, 1.596)  0.097
H (-3.131, 0.222, 1.946)  0.094
H (-4.079, 2.382, 1.068)  0.106
I (-0.968, -0.509, -2.920)  1.249
C (-1.956, -1.446, -1.322)  -0.555
C (-3.231, -0.995, -1.163)  -0.141
C (-4.098, -1.612, -0.240)  -0.056
C (-3.660, -2.688, 0.460)  -0.029
C (-2.327, -3.156, 0.324)  -0.157
C (-1.938, -4.297, 1.058)  -0.025
C (-0.671, -4.787, 0.975)  -0.058
C (0.273, -4.087, 0.209)  -0.082
C (-0.040, -2.959, -0.517)  -0.278
P (1.434, -2.097, -1.203)  0.828
C (2.679, -2.397, 0.089)  -0.367
C (2.652, -1.573, 1.213)  -0.106
C (3.558, -1.772, 2.241)  -0.080
C (4.508, -2.781, 2.147)  -0.077
C (4.549, -3.592, 1.024)  -0.080
C (3.635, -3.403, -0.004)  -0.095
C (1.972, -3.090, -2.623)  -0.371
C (1.207, -4.117, -3.160)  -0.079
C (1.633, -4.775, -4.308)  -0.077
C (2.821, -4.407, -4.918)  -0.083
C (3.587, -3.375, -4.387)  -0.073
C (3.160, -2.711, -3.250)  -0.098
C (-1.399, -2.499, -0.540)  -0.190
H (-3.603, -0.162, -1.743)  0.093
H (-5.100, -1.221, -0.131)  0.119
H (-4.313, -3.212, 1.148)  0.115
H (-2.679, -4.775, 1.689)  0.115
H (-0.371, -5.668, 1.526)  0.107
H (1.297, -4.434, 0.231)  0.101
H (1.941, -0.756, 1.273)  0.095
H (3.537, -1.116, 3.101)  0.093
H (5.225, -2.924, 2.945)  0.102
H (5.295, -4.372, 0.941)  0.101
H (3.672, -4.039, -0.879)  0.104
H (0.278, -4.407, -2.684)  0.104
H (1.030, -5.571, -4.725)  0.104
H (3.149, -4.917, -5.815)  0.102
H (4.509, -3.078, -4.869)  0.106
H (3.740, -1.887, -2.848)  0.110
Cl (1.356, 3.090, -1.209)  1.098
C (1.970, 4.396, -2.283)  -0.216
C (3.162, 4.829, -1.814)  -0.271
C (4.054, 4.683, -0.659)  -0.141
C (4.233, 3.780, 0.334)  -0.177
C (3.850, 2.419, 0.577)  -0.663
Cl (4.138, 1.822, 2.218)  0.616
C (3.304, 1.478, -0.217)  -0.349
N (2.973, 0.493, -0.794)  -0.048
H (3.532, 5.605, -2.485)  0.074
H (4.723, 5.532, -0.569)  0.081
H (4.870, 4.142, 1.137)  0.081

Its total charge is -1. For the HOMO-LUMO gap (spin up / spin down), the calculation gives 3.9 / 3.9 eV. Its highest occupied orbital energy (spin up / spin down) is -0.1026 / -0.1026 hartree.



Values for energy relative to the best compared isomer or geometry (same formula, charge and spin), kcal per mole, ordered as above
0.0 254.4